{
  "formula": "C6H17N2",
  "method": "ωB97M-V/def2-TZVPD",
  "e_homo_ev": -12.58,
  "largest_force_ev_per_a": 1.2,
  "energy_ev": -9470.508,
  "total_charge": 1,
  "de_lowest_kcal_mol": 35.2,
  "species": ["C", "C", "C", "N", "H", "H", "H", "H", "H", "H", "H", "C", "C", "N", "C", "H", "H", "H", "H", "H", "H", "H", "H", "H", "H"],
  "xyz": [[0.1545, -1.7664, 1.1873], [-0.7889, -2.1425, 0.0610], [-0.4146, -3.9598, -1.3064], [-0.0616, -2.7755, -1.0238], [-0.3914, -1.3839, 2.0545], [0.6289, -2.6705, 1.5765], [0.9556, -1.0676, 0.9731], [-1.2952, -1.2573, -0.3580], [-1.6623, -2.7004, 0.4169], [-1.2273, -4.4336, -0.7514], [0.1016, -4.5064, -2.0865], [1.9804, 2.5893, 0.6146], [0.7794, 1.6664, 0.5275], [-0.2757, 2.3476, -0.3175], [-1.3536, 1.5156, -0.9504], [1.7094, 3.5626, 1.0289], [2.7076, 2.1261, 1.2795], [2.4348, 2.7447, -0.3649], [1.0036, 0.7410, 0.0041], [0.3190, 1.4741, 1.4941], [0.1726, 2.8740, -1.0654], [-0.7222, 3.0568, 0.2637], [-0.8737, 0.7309, -1.5297], [-1.9496, 2.1683, -1.5804], [-1.9314, 1.0665, -0.1472]],
  "forces_ev_per_angstrom": [[-0.250, -0.589, 1.045], [-0.334, 0.930, -0.443], [0.132, 0.618, 0.296], [-0.207, -0.473, -0.074], [-0.151, 0.176, -0.141], [0.099, -0.011, -0.181], [-0.003, -0.033, -0.459], [0.422, 0.088, 0.013], [0.320, -0.545, 0.248], [-0.014, -0.277, -0.137], [-0.031, -0.033, -0.059], [-0.131, -0.160, 0.212], [-0.111, 0.324, -0.618], [-0.430, 0.414, -0.106], [0.418, -0.229, 0.425], [0.027, -0.048, 0.070], [0.118, 0.126, -0.077], [0.060, -0.087, 0.038], [0.063, -0.081, 0.176], [0.049, -0.183, -0.039], [0.287, -0.014, -0.031], [-0.023, 0.090, 0.006], [-0.038, 0.048, -0.083], [-0.118, -0.084, 0.030], [-0.155, 0.033, -0.111]]
}